P.
# C2H4NP

An isolated molecule of C2H4NP (ωB97M-V with the def2-TZVPD basis set, the OMol25 dataset).

E_HOMO (spin up / spin down)   -8.24 / -8.24 eV

```
8
Properties=species:S:1:pos:R:3:nbo_charge:R:1
C 2.673 0.031 0.181 0.05
C -1.689 0.317 -0.239 -0.84
N 1.612 -0.518 0.460 -0.75
P 0.064 -0.422 0.863 0.72
H 3.249 -0.790 -0.239 0.15
H -1.786 1.136 0.548 0.22
H -2.576 -0.378 -0.274 0.23
H -1.548 0.625 -1.300 0.22
```

---

Q.
# C2H4NP

A structure of composition C2H4NP (ωB97M-V with the def2-TZVPD basis set, the OMol25 dataset).

E_HOMO (spin up / spin down)   -7.69 / -7.37 eV

```
8
Properties=species:S:1:pos:R:3:nbo_charge:R:1
C 1.298 -0.180 -0.176 -0.06
C 1.130 1.072 -0.015 -0.03
N 0.263 0.283 0.767 -0.41
P -1.852 -0.244 -0.217 0.08
H 1.771 -1.044 -0.616 0.24
H 1.257 2.097 -0.402 0.23
H -2.787 -0.504 0.879 -0.02
H -1.079 -1.481 -0.219 -0.04
```

---

The calculated energies rank the structures as follows, beginning with the most stable: P, Q.

---

P.
# C5H12N2S

An isolated molecule of C5H12N2S (ωB97M-V with the def2-TZVPD basis set, the OMol25 dataset).

E_HOMO   -8.53 eV
SMILES   NC[C@]1(CS)CCN1

```
20
Properties=species:S:1:pos:R:3:nbo_charge:R:1
C -1.003 -1.242 -0.168 -0.23
C 0.175 -0.272 -0.068 0.11
C 1.490 -1.039 0.039 -0.50
C -0.091 0.851 0.998 -0.43
C -0.313 1.800 -0.170 -0.20
H -2.376 0.080 -0.951 0.36
H -2.497 -0.130 0.692 0.36
H -0.903 -1.870 -1.074 0.19
H -0.998 -1.890 0.714 0.20
H 1.473 -1.728 -0.782 0.21
H 1.538 -1.532 0.943 0.21
H 3.814 -0.750 0.464 0.11
H 0.807 1.137 1.563 0.23
H -0.917 0.726 1.676 0.20
H 0.295 2.788 -0.122 0.18
H -1.355 2.100 -0.297 0.17
H -0.035 0.701 -2.042 0.38
N -2.278 -0.572 -0.177 -0.83
N 0.232 0.787 -1.059 -0.66
S 2.944 0.055 -0.178 -0.04
```

---

Q.
# C5H12N2S

An isolated molecule of C5H12N2S (ωB97M-V with the def2-TZVPD basis set, the OMol25 dataset).

E_HOMO   -8.30 eV
SMILES   C[C@@H](N)[C@]1(CN)CS1

```
20
Properties=species:S:1:pos:R:3:nbo_charge:R:1
C 0.762 -1.899 -0.918 -0.66
C 0.886 -1.029 0.410 -0.08
C -0.190 0.097 0.247 -0.16
C -0.065 1.215 -0.746 -0.26
C -1.169 0.320 1.422 -0.44
H 0.754 -1.090 -1.803 0.21
H -0.345 -2.138 -1.176 0.25
H 1.396 -3.058 -1.110 0.24
H 0.806 -1.773 1.232 0.22
H 2.759 -0.075 -0.078 0.36
H 2.148 0.465 1.359 0.37
H -1.228 1.549 -0.946 0.23
H 0.385 0.788 -1.697 0.17
H 1.730 1.681 -0.097 0.35
H 1.087 3.128 -1.207 0.37
H -1.449 1.420 1.685 0.25
H -0.903 -0.400 2.158 0.23
N 2.177 -0.362 0.768 -0.85
N 0.847 2.257 -0.371 -0.88
S -1.854 -0.374 -0.224 0.09
```

---

R.
# C5H12N2S

An isolated molecule of C5H12N2S (ωB97M-V with the def2-TZVPD basis set, the OMol25 dataset).

E_HOMO   -8.11 eV
SMILES   CCN(C)/N=C\SC

```
20
Properties=species:S:1:pos:R:3:nbo_charge:R:1
C -1.561 1.409 -0.523 -0.61
C -0.603 0.299 -0.960 -0.25
C -1.485 -1.278 0.698 -0.42
C 1.736 -1.436 -0.592 -0.11
C 2.104 0.962 0.998 -0.75
H -2.571 0.972 -0.282 0.21
H -1.684 2.131 -1.294 0.22
H -1.182 1.926 0.402 0.21
H 0.297 0.861 -1.270 0.20
H -0.885 -0.227 -1.888 0.18
H -1.109 -2.212 1.084 0.22
H -1.870 -0.713 1.537 0.20
H -2.299 -1.478 -0.058 0.18
H 2.270 -2.246 -1.088 0.21
H 2.114 0.269 1.885 0.23
H 1.032 1.317 0.882 0.23
H 2.784 1.770 1.073 0.23
N -0.286 -0.636 0.103 -0.33
N 0.527 -1.727 -0.286 -0.29
S 2.673 0.038 -0.421 0.23
```

---

The calculated energies rank the structures as follows, beginning with the most stable: P, R, Q.

---

P.
# C6H11N3O3

An isolated molecule of C6H11N3O3 (ωB97M-V with the def2-TZVPD basis set, the OMol25 dataset).

E_HOMO   -9.71 eV
SMILES   [H]/N=C(/NCCC(=O)O)NC(C)=O

```
23
Properties=species:S:1:pos:R:3:nbo_charge:R:1
C 4.333 -0.344 0.489 -0.70
C 2.822 -0.447 -0.022 0.69
C 0.754 0.764 -0.373 0.55
C -1.443 1.419 -0.195 -0.24
C -2.106 0.503 0.837 -0.55
C -3.018 -0.521 0.100 0.80
H 4.374 -0.069 1.632 0.26
H 5.166 -1.266 0.220 0.27
H 4.628 0.568 0.013 0.21
H 2.601 1.745 -0.393 0.43
H 0.993 -1.021 -0.561 0.40
H 0.149 2.773 -0.848 0.39
H -1.448 0.742 -1.077 0.22
H -2.072 2.472 -0.079 0.21
H -2.525 1.050 1.686 0.22
H -1.187 0.008 1.299 0.25
H -1.210 -1.350 -0.315 0.52
N 2.107 0.793 -0.113 -0.65
N 0.137 -0.376 -0.287 -0.80
N -0.042 1.916 -0.126 -0.63
O 2.306 -1.612 -0.156 -0.56
O -2.217 -1.516 -0.320 -0.73
O -4.207 -0.650 0.113 -0.57
```

---

Q.
# C6H11N3O3

An isolated molecule of C6H11N3O3 (ωB97M-V with the def2-TZVPD basis set, the OMol25 dataset).

E_HOMO   -9.04 eV
SMILES   C[C@@]1([N+](=O)[O-])C=NCN1CCO

```
23
Properties=species:S:1:pos:R:3:nbo_charge:R:1
C -0.047 -2.606 0.900 0.09
C -1.195 -0.828 1.511 -0.07
C 0.220 -1.632 -0.206 0.15
C 1.667 -1.744 -0.617 -0.66
C 0.057 0.939 0.050 -0.22
C -0.944 1.579 -0.923 -0.07
N -0.804 -2.132 1.803 -0.35
N -0.342 -0.437 0.336 -0.46
N -0.475 -1.749 -1.620 0.52
O -1.424 -2.519 -1.776 -0.39
O -0.071 -1.003 -2.464 -0.39
O -0.612 2.932 -1.065 -0.72
H 0.401 -3.617 0.984 0.22
H -2.227 -0.854 1.244 0.21
H -0.838 -0.090 2.351 0.20
H 2.035 -1.015 -1.448 0.26
H 1.738 -2.659 -1.222 0.23
H 2.403 -1.736 0.265 0.24
H 1.022 0.908 -0.452 0.21
H -0.036 1.583 0.936 0.20
H -2.015 1.399 -0.597 0.14
H -0.886 0.937 -1.808 0.18
H -1.022 3.319 -1.854 0.48
```

---

R.
# C6H11N3O3

An isolated molecule of C6H11N3O3 (ωB97M-V with the def2-TZVPD basis set, the OMol25 dataset).

E_HOMO   -9.45 eV
SMILES   [H]/N=C(/NCCC(=O)O)NC(C)=O

```
23
Properties=species:S:1:pos:R:3:nbo_charge:R:1
C 4.189 -0.136 0.398 -0.71
C 2.786 -0.726 0.042 0.70
C 0.346 0.051 -0.250 0.62
C -1.886 1.074 -0.561 -0.22
C -2.768 0.521 0.523 -0.55
C -3.475 -0.794 0.160 0.78
H 4.221 -0.050 1.520 0.24
H 4.957 -0.814 0.008 0.25
H 4.253 0.962 0.041 0.21
H 2.151 1.208 0.136 0.40
H 0.548 -1.835 -0.488 0.41
H -0.027 2.071 -0.484 0.39
H -1.874 0.520 -1.466 0.21
H -2.109 2.082 -0.785 0.21
H -3.589 1.294 0.815 0.25
H -2.158 0.369 1.472 0.25
H -1.857 -1.567 -0.311 0.51
N 1.829 0.304 -0.140 -0.67
N -0.151 -1.107 -0.451 -0.80
N -0.440 1.177 -0.172 -0.62
O 2.551 -1.920 -0.067 -0.59
O -2.833 -1.774 -0.324 -0.67
O -4.664 -0.911 0.381 -0.61
```

---

The calculated energies rank the structures as follows, beginning with the most stable: R, P, Q.

---

P.
# C37H36CaClFN9O6S2

A structure of composition C37H36CaClFN9O6S2 (ωB97M-V with the def2-TZVPD basis set, the OMol25 dataset).

Charge   -1
E_HOMO   -3.27 eV

```
93
Properties=species:S:1:pos:R:3:mulliken_charge:R:1
Ca 0.053 -1.050 1.504 1.22
C 1.831 3.384 -0.086 -0.57
O 1.415 2.818 -1.332 -0.03
C 2.018 1.586 -1.597 -0.42
C 2.776 1.513 -2.747 -0.10
C 3.373 0.329 -3.162 -1.34
C 3.242 -0.761 -2.327 -0.88
C 2.558 -0.706 -1.115 1.46
C 2.665 -1.912 -0.307 -0.80
N 2.199 -2.025 0.869 -0.27
N 2.481 -3.194 1.529 -0.18
C 1.771 -3.366 2.668 -0.08
O 1.044 -2.494 3.144 -0.43
C 1.952 -4.660 3.382 0.66
C 0.926 -5.071 4.227 -0.40
C 1.030 -6.272 4.907 -0.72
C 2.161 -7.065 4.750 -0.32
C 3.182 -6.657 3.905 -0.78
C 3.076 -5.458 3.214 -0.07
C 1.862 0.482 -0.689 1.01
O 1.222 0.581 0.412 -1.31
H 1.580 2.719 0.739 0.11
H 1.304 4.329 0.019 -0.06
H 2.910 3.568 -0.101 0.37
H 2.947 2.428 -3.310 0.64
H 3.953 0.278 -4.074 0.41
H 3.716 -1.699 -2.597 0.37
H 3.225 -2.740 -0.747 0.25
H 0.051 -4.440 4.314 0.34
H 0.225 -6.598 5.553 0.39
H 2.241 -8.006 5.281 0.37
H 4.060 -7.278 3.774 0.38
H 3.864 -5.145 2.543 0.40
C -0.561 6.291 0.462 -0.92
C -1.832 5.591 0.922 -1.22
N -1.768 4.136 0.945 0.34
C -1.295 3.501 2.064 -0.07
C -1.246 2.162 2.241 0.46
C -0.485 1.604 3.448 -0.45
O -0.217 2.405 4.348 -0.85
O -0.183 0.380 3.363 -0.54
C -1.898 1.328 1.258 0.48
O -2.127 0.123 1.360 -0.53
C -2.296 2.002 0.021 0.44
C -2.783 1.216 -1.022 -0.86
C -2.984 1.784 -2.243 0.23
F -3.526 1.027 -3.230 -0.45
C -2.545 3.090 -2.527 -0.80
C -2.220 3.901 -1.445 -0.86
C -2.130 3.371 -0.152 1.01
N -2.262 3.470 -3.876 0.07
C -1.472 4.683 -3.992 -1.38
C -0.050 4.489 -3.450 0.31
N 0.593 3.323 -4.130 0.14
C -0.244 2.078 -4.037 0.16
C -1.602 2.393 -4.627 -1.56
H -0.709 7.372 0.470 0.47
H -0.274 5.991 -0.547 0.11
H 0.270 6.056 1.127 0.31
H -2.681 5.879 0.300 0.50
H -2.070 5.912 1.937 0.58
H -0.908 4.137 2.853 0.54
H -2.923 0.152 -0.862 0.81
H -1.929 4.928 -1.594 0.63
H -1.936 5.494 -3.437 0.43
H -1.453 4.994 -5.041 0.41
H -0.061 4.226 -2.394 -0.10
H 0.584 5.361 -3.611 0.47
H 1.510 3.139 -3.717 -0.11
H 0.726 3.543 -5.118 0.48
H -0.316 1.821 -2.979 -0.01
H 0.286 1.283 -4.557 0.56
H -2.187 1.486 -4.586 0.45
H -1.541 2.686 -5.680 0.47
N -2.492 -1.702 3.790 -0.45
C -2.638 -2.556 2.720 0.23
N -1.661 -3.188 2.152 0.30
C -2.114 -4.056 1.173 -0.09
C -3.454 -4.043 0.978 -0.39
S -4.207 -2.943 2.079 -0.34
C -1.125 -4.892 0.473 -0.59
C -1.434 -5.946 -0.325 -0.45
S 0.033 -6.631 -0.953 -0.36
C 0.987 -5.406 -0.048 0.18
N 0.196 -4.601 0.646 0.44
N 2.306 -5.332 -0.075 -0.64
H -1.529 -1.424 3.955 0.31
H -3.077 -0.881 3.730 0.31
H -4.024 -4.573 0.235 0.43
H -2.406 -6.339 -0.570 0.40
H 2.708 -6.059 -0.651 0.14
H 2.667 -4.044 0.925 0.28
Cl -0.902 -1.611 -1.039 -0.50
```

---

Q.
# C37H36CaClFN9O6S2

A structure of composition C37H36CaClFN9O6S2 (ωB97M-V with the def2-TZVPD basis set, the OMol25 dataset).

Charge   -1
E_HOMO   -3.03 eV

```
93
Properties=species:S:1:pos:R:3:mulliken_charge:R:1
Ca -0.158 -0.120 0.837 1.82
C -0.934 -4.423 0.817 -0.33
O -1.460 -4.633 -0.503 -0.50
C -1.939 -3.603 -1.257 0.02
C -2.662 -3.982 -2.364 -0.66
C -3.203 -3.046 -3.262 -0.73
C -2.975 -1.710 -3.026 -0.63
C -2.223 -1.284 -1.919 0.76
C -1.879 0.151 -1.878 -1.31
N -1.043 0.691 -1.078 0.55
N -0.709 2.042 -1.322 -0.78
C 0.406 2.385 -0.682 0.48
O 1.210 1.653 -0.025 -0.99
C 0.701 3.876 -0.752 0.08
C 1.717 4.359 0.065 -0.41
C 2.020 5.718 0.109 -0.63
C 1.313 6.614 -0.684 -0.42
C 0.303 6.134 -1.520 -0.74
C -0.004 4.776 -1.551 0.09
C -1.696 -2.221 -0.971 1.09
O -1.026 -1.838 0.058 -0.77
H -0.014 -3.852 0.802 -0.08
H -0.745 -5.425 1.200 0.27
H -1.649 -3.914 1.457 0.27
H -2.797 -5.047 -2.526 0.39
H -3.772 -3.377 -4.125 0.33
H -3.357 -0.958 -3.711 0.31
H -2.309 0.776 -2.658 0.23
H 2.263 3.636 0.662 0.46
H 2.814 6.074 0.759 0.41
H 1.551 7.672 -0.665 0.41
H -0.248 6.823 -2.149 0.37
H -0.804 4.389 -2.171 0.48
C 4.122 4.789 4.849 -0.97
C 2.964 4.149 5.610 -1.04
N 1.983 3.517 4.735 0.12
C 2.119 2.170 4.456 -0.03
C 1.404 1.468 3.560 -0.18
C 1.801 -0.008 3.363 0.31
O 2.754 -0.409 4.051 -0.86
O 1.133 -0.677 2.506 -0.97
C 0.361 2.182 2.822 1.47
O -0.382 1.726 2.001 -0.74
C 0.248 3.632 3.108 0.13
C -0.688 4.335 2.371 -0.73
C -0.786 5.682 2.521 0.06
F -1.658 6.392 1.772 -0.48
C 0.018 6.369 3.427 0.14
C 0.936 5.663 4.182 -0.41
C 1.071 4.275 4.017 0.09
N -0.108 7.772 3.543 0.17
C -1.408 8.362 3.762 -0.67
C -1.576 8.738 5.221 -0.67
N -0.431 9.668 5.590 -0.13
C 0.913 8.988 5.396 -0.60
C 1.007 8.589 3.934 -0.94
H 4.834 5.252 5.542 0.40
H 3.770 5.553 4.147 0.21
H 4.649 4.029 4.268 0.34
H 2.461 4.878 6.247 0.40
H 3.339 3.371 6.268 0.51
H 2.891 1.646 5.006 0.48
H -1.302 3.789 1.654 0.61
H 1.556 6.189 4.899 0.23
H -2.196 7.671 3.488 0.44
H -1.534 9.260 3.138 0.25
H -1.488 7.865 5.861 0.37
H -2.508 9.259 5.423 0.39
H -0.530 10.019 6.536 0.34
H -0.470 10.467 4.962 0.38
H 0.913 8.113 6.040 0.43
H 1.691 9.683 5.705 0.38
H 1.942 8.060 3.771 0.44
H 1.036 9.505 3.321 0.34
N 0.525 0.517 -4.221 -0.52
C 0.909 -0.753 -3.808 0.62
N 1.527 -1.003 -2.696 -0.32
C 1.829 -2.360 -2.611 0.24
C 1.437 -3.123 -3.652 -0.45
S 0.649 -2.136 -4.824 -0.30
C 2.502 -2.895 -1.404 -0.60
C 3.507 -3.789 -1.472 -0.32
S 4.054 -4.176 0.118 -0.36
C 2.885 -3.058 0.769 0.29
N 2.138 -2.467 -0.127 0.13
N 2.737 -2.917 2.121 -0.42
H 0.374 1.162 -3.458 0.18
H -0.225 0.531 -4.891 0.27
H 1.514 -4.198 -3.767 0.46
H 3.973 -4.212 -2.353 0.50
H 3.534 -3.092 2.700 0.27
H 2.165 -2.132 2.408 0.23
Cl -2.443 0.025 2.816 -0.71
```

---

The calculated energies rank the structures as follows, beginning with the most stable: P, Q.